{
  "formula": "C4H9NO",
  "method": "ωB97M-V with the def2-TZVPD basis set",
  "species": ["C", "C", "N", "C", "O", "C", "H", "H", "H", "H", "H", "H", "H", "H", "H"],
  "positions_angstrom": [[2.41502, 0.99347, 0.51776], [1.13934, 0.47872, -0.05591], [0.16549, 0.10007, 0.67526], [-0.41817, -1.09639, 0.08382], [-1.78970, -1.22899, -0.10102], [-2.54396, -0.08855, -0.43253], [2.23827, 1.85307, 1.16166], [2.79645, 0.16808, 1.13838], [3.15470, 1.19065, -0.26350], [0.13879, -1.32597, -0.84552], [1.14120, 0.23065, -1.12764], [-0.13328, -1.86044, 0.81627], [-3.44163, -0.47266, -0.92541], [-2.01446, 0.59627, -1.10988], [-2.84804, 0.46201, 0.46826]],
  "atomic_forces_ev_per_a": [[-0.0267, 0.2181, 0.0399], [-0.0437, -0.3298, 0.2782], [0.4135, -0.0455, -0.4051], [0.1095, -0.3468, -0.0590], [-0.1379, 0.0035, 0.4070], [-0.1822, 0.1759, -0.0731], [0.2216, 0.0866, 0.0231], [-0.0056, 0.3577, -0.0907], [-0.1681, 0.2423, 0.2032], [-0.4394, -0.0612, -0.1352], [0.2311, -0.2036, 0.1091], [-0.1526, -0.1485, -0.2179], [0.1012, 0.2226, 0.0082], [-0.0627, -0.1498, 0.0837], [0.1420, -0.0215, -0.1714]],
  "mulliken_charge": [-0.9350, 0.1381, -0.4873, -0.2626, -0.3104, -0.6177, 0.2735, 0.2442, 0.2995, 0.3425, 0.3489, 0.2036, 0.2365, 0.2819, 0.2444],
  "smiles": "C/C=N/COC",
  "homo_ev": -9.28,
  "de_lowest_kj_mol": 263.3,
  "fmax_ev_per_a": 0.6
}

***

{
  "formula": "C32H46BrN3P2PdS",
  "method": "ωB97M-V with the def2-TZVPD basis set",
  "species": ["N", "C", "C", "C", "C", "C", "C", "Pd", "P", "C", "C", "C", "C", "C", "C", "C", "Br", "H", "H", "H", "H", "H", "H", "H", "H", "H", "H", "P", "C", "C", "H", "H", "H", "H", "H", "C", "C", "H", "H", "H", "H", "H", "C", "C", "H", "H", "H", "H", "H", "C", "C", "H", "H", "H", "H", "H", "C", "C", "H", "H", "H", "H", "H", "C", "C", "H", "H", "H", "H", "H", "N", "C", "N", "C", "C", "C", "C", "C", "C", "S", "H", "H", "H", "H", "H", "H"],
  "positions_angstrom": [[-5.73600, 4.28217, -6.55598], [-4.60962, 3.78470, -7.07178], [-3.56531, 3.28502, -6.27726], [-3.67962, 3.28157, -4.86486], [-4.90262, 3.77063, -4.35146], [-5.87623, 4.28110, -5.22776], [-2.61199, 2.73161, -4.00245], [0.50796, 1.25550, -0.47407], [0.47274, -4.20595, 3.15229], [-2.76665, 2.34369, -2.70975], [-2.05547, 1.33901, -1.96685], [-2.77655, 0.50674, -1.10792], [-2.36580, -0.76359, -0.73778], [-1.13424, -1.24517, -1.07537], [-0.27667, -0.37916, -1.85076], [-0.70507, 0.93469, -2.25286], [-0.61645, -2.97146, -0.63722], [-1.65068, 2.61904, -4.51323], [-3.67268, 2.68611, -2.21875], [-2.68773, 2.88759, -6.77934], [-5.15281, 3.77792, -3.29691], [-4.52635, 3.77889, -8.16736], [-6.81894, 4.71664, -4.86819], [-3.75266, 0.84156, -0.73776], [-0.19656, 1.49340, -3.04200], [-3.00743, -1.47544, -0.23696], [0.62150, -0.74475, -2.35987], [0.40612, 1.54382, 1.91790], [0.49038, -5.12181, 1.56129], [-0.18501, -6.50094, 1.56148], [1.54230, -5.23682, 1.24691], [-0.02362, -4.52552, 0.78077], [-0.11403, -6.94672, 0.55123], [0.31719, -7.17982, 2.26934], [-1.25441, -6.43136, 1.82976], [-1.09768, -3.28763, 3.45017], [-1.67600, -3.63868, 4.83985], [-1.81580, -3.54123, 2.65257], [-0.87393, -2.21103, 3.38761], [-2.71495, -3.29656, 4.90411], [-1.66761, -4.72220, 5.02572], [-1.11850, -3.14605, 5.64922], [1.83265, -2.97757, 3.05822], [3.08612, -3.60494, 3.66803], [1.49726, -2.11541, 3.65477], [1.96645, -2.62592, 2.02926], [3.75920, -2.83222, 4.04013], [2.82254, -4.25881, 4.50789], [3.63035, -4.19662, 2.92919], [1.67221, 1.90803, 3.19505], [1.90645, 3.34374, 3.67849], [2.61100, 1.46147, 2.83846], [1.38535, 1.31059, 4.07408], [2.24604, 4.00983, 2.87698], [1.01379, 3.78378, 4.14350], [2.69067, 3.34484, 4.44976], [-0.78459, 0.53816, 2.86420], [-2.24996, 0.99405, 2.83074], [-0.42908, 0.52739, 3.90835], [-0.68507, -0.47959, 2.44999], [-2.37257, 2.00689, 3.25307], [-2.66189, 0.96339, 1.80682], [-2.84634, 0.31038, 3.45666], [-0.33793, 3.14429, 1.47996], [0.40384, 3.79003, 0.30025], [-0.33811, 3.76881, 2.37205], [-1.38991, 2.95360, 1.24987], [-0.30885, 4.31366, -0.34412], [1.19199, 4.46071, 0.65600], [0.95989, 3.08386, -0.38818], [4.01417, 2.37514, 0.18881], [4.04775, 1.34664, -0.66266], [3.10568, 0.43545, -0.80095], [3.51480, -0.57026, -1.67338], [2.83710, -1.76781, -1.98926], [3.07781, -2.33325, -3.25251], [4.16098, -1.89501, -4.01730], [5.05080, -0.95839, -3.51933], [4.71117, -0.26617, -2.36968], [5.47691, 1.15439, -1.71027], [4.88449, 2.86141, 0.27795], [3.35080, 2.45276, 0.96297], [2.13149, -2.19215, -1.26322], [2.41216, -3.12016, -3.59607], [4.31221, -2.32528, -4.99510], [5.96772, -0.69325, -4.01517]],
  "atomic_forces_ev_per_a": [[0.1446, -0.1029, 0.1429], [0.9441, -0.4352, 0.1387], [-0.0764, 0.2412, -0.8766], [0.7433, -0.5209, 1.0533], [-1.3828, 0.5024, -0.1335], [0.2392, -0.0440, 0.6100], [-0.2146, 1.1107, -2.5702], [1.2185, -1.0989, 1.2692], [-0.2788, 1.3341, -1.7909], [-1.1356, -0.0555, 1.4449], [0.9846, -0.3792, -0.1928], [-1.2597, 0.7677, 0.3043], [-0.0573, -0.7754, 0.4860], [0.9080, 1.6913, -1.4180], [0.1246, 0.6876, -0.6285], [-1.1212, -1.1628, -0.7456], [-0.0488, 0.3330, -0.4478], [-0.3006, -0.4258, 0.0524], [-0.1809, -0.2184, -0.0431], [-0.0304, 0.0794, 0.1721], [0.2218, 0.0319, -0.0342], [-0.0248, 0.0038, 0.5551], [0.5269, -0.3075, 0.0514], [0.1874, -0.1895, -0.4324], [0.2146, -0.3741, 0.2173], [-0.4076, 0.4291, 0.2660], [-0.3592, -0.1051, 0.4914], [-0.3211, 0.7158, -0.2523], [0.0055, -0.8234, -0.2947], [-0.1536, -0.4355, 0.1989], [-0.2571, 0.1887, 0.3039], [0.4515, -0.1642, 1.1290], [-0.0379, 0.2434, 0.5434], [-0.2805, 0.1821, -0.3091], [0.4636, -0.0737, -0.1074], [-0.1696, -0.4734, 0.2944], [-0.2091, 0.0379, 0.2500], [0.3251, -0.0954, 0.2029], [0.0890, -0.4660, -0.0194], [0.2298, -0.0831, -0.0126], [-0.0640, 0.3445, -0.0712], [-0.0824, -0.2048, -0.2701], [-0.4009, -0.0836, 0.8371], [0.4277, -0.0604, 0.0010], [0.0746, -0.2422, -0.0663], [-0.1172, -0.2416, -0.0083], [-0.0001, -0.0948, -0.0243], [0.2291, 0.1784, -0.0976], [-0.0445, -0.0349, 0.1270], [0.8694, -0.4449, 0.2632], [-0.0013, 0.2928, -0.0403], [0.0085, 0.0950, 0.2154], [0.1478, 0.0443, -0.3601], [-0.1065, -0.0320, 0.1157], [0.2223, -0.1524, -0.1915], [-0.2372, -0.0906, -0.2676], [-0.3478, -0.3764, 0.0705], [-0.1889, -0.0445, 0.0186], [-0.1573, -0.1065, -0.4214], [-0.1174, 0.2732, 0.2375], [0.0422, -0.4429, -0.2584], [0.1171, 0.0930, 0.4253], [0.1604, 0.2705, -0.2768], [-0.3650, -0.1551, 0.4109], [-0.1249, 0.1881, -0.1454], [-0.0505, 0.3051, -0.1397], [0.1012, 0.0525, -0.1296], [0.3513, 0.2192, 0.1932], [-0.2224, 0.0599, -0.2092], [-0.0701, 0.5327, 0.2698], [-0.1294, -1.0545, -0.3668], [1.0377, 0.6484, 0.0098], [-0.5607, -2.2156, -0.4355], [-0.6059, 1.7841, 1.4200], [-0.5980, -0.8141, -1.0924], [-1.2370, 0.2323, 2.5055], [0.4649, 0.0503, -0.4677], [0.4841, 0.7606, 0.5113], [0.7428, 0.3025, -0.7614], [-0.4729, -0.1784, 0.0656], [0.2479, 0.6636, 0.2564], [0.1753, -0.1901, -0.5668], [0.0602, 0.3149, -0.6210], [0.3517, -0.0602, -0.0090], [0.1904, -0.0735, -0.1033], [0.0813, -0.0820, -0.4206]],
  "mulliken_charge": [-0.3983, -0.3112, -0.4795, 0.7878, -0.4023, -0.4177, -0.2187, 0.1106, 0.2129, -0.7782, 1.2663, -0.6274, -0.6750, 0.0225, -0.7198, -0.6634, -0.0817, 0.3839, 0.4087, 0.3766, 0.3429, 0.3849, 0.3860, 0.4280, 0.5466, 0.5766, 0.7454, 1.1540, 0.9978, -1.3195, 0.4710, -1.0438, 0.3902, 0.3928, 0.3487, 0.6250, -1.2796, 0.4387, -0.5548, 0.4048, 0.3784, 0.3633, 0.1261, -1.2857, 0.1910, 0.0810, 0.3854, 0.4042, 0.3688, -0.8379, -1.3767, 0.5514, 0.4358, 0.2712, 0.3779, 0.4073, 0.1178, -1.4877, 0.6342, -0.4625, 0.4197, 0.1849, 0.4170, -0.8634, -1.2461, 0.5686, 0.5211, 0.3225, 0.3415, 0.4062, -0.1883, 0.4991, -0.0271, -0.0368, -0.4258, -0.1720, -0.6248, -0.3719, 0.6263, -0.1398, 0.2951, -0.0535, 0.2566, 0.4673, 0.4765, 0.4722],
  "homo_ev": [-18.41, -18.41],
  "de_lowest_kj_mol": 12.5,
  "fmax_ev_per_a": 2.8,
  "multiplicity": 5,
  "total_charge": 4
}